--- i ---
Formula: C21H28N2O3
Source: the Open Molecules 2025 dataset
Level of theory: the ωB97M-V functional and the def2-TZVPD basis

Summary:
- HOMO-LUMO gap (eV) = 8.5011
- E_HOMO (eV) = -8.07
- SMILES = CN(C)C[C@@H](O)COc1cc2ccccc2cc1C(=O)N1CCCCC1
- lowest unoccupied orbital energy (hartree) = 0.0157

The geometry in ORCA input format:
```
! RIJCOSX wB97M-V def2-TZVPD def2/J DEFGRID3
* xyz 0 1
C -1.075 3.077 3.998
N -0.622 1.814 3.460
C -1.502 0.726 3.815
C -0.231 1.860 2.068
C -1.326 2.186 1.020
O -0.819 3.003 -0.004
C -2.000 0.931 0.411
O -1.127 0.244 -0.464
C -0.264 -0.694 0.031
C -0.596 -1.691 0.911
C 0.363 -2.650 1.301
C 0.051 -3.680 2.212
C 0.994 -4.601 2.575
C 2.291 -4.536 2.045
C 2.624 -3.550 1.158
C 1.675 -2.586 0.763
C 1.990 -1.554 -0.148
C 1.048 -0.636 -0.512
C 1.327 0.572 -1.358
O 1.574 1.645 -0.823
N 1.275 0.412 -2.689
C 0.756 -0.765 -3.344
C -0.669 -0.494 -3.832
C -0.675 0.717 -4.763
C -0.066 1.922 -4.049
C 1.336 1.577 -3.550
H -2.085 3.363 3.666
H -1.084 3.007 5.086
H -0.380 3.861 3.704
H -2.534 0.857 3.452
H -1.536 0.649 4.903
H -1.097 -0.204 3.419
H 0.535 2.637 1.977
H 0.245 0.906 1.827
H -2.120 2.775 1.495
H 0.009 2.607 -0.331
H -2.829 1.259 -0.224
H -2.385 0.279 1.198
H -1.594 -1.762 1.321
H -0.948 -3.727 2.620
H 0.746 -5.386 3.274
H 3.024 -5.271 2.344
H 3.622 -3.492 0.747
H 2.992 -1.491 -0.548
H 0.772 -1.608 -2.651
H 1.405 -0.998 -4.196
H -1.056 -1.376 -4.344
H -1.299 -0.290 -2.964
H -1.695 0.943 -5.075
H -0.091 0.489 -5.659
H -0.014 2.780 -4.721
H -0.686 2.194 -3.193
H 1.756 2.400 -2.969
H 1.998 1.352 -4.392
*
```

=====

--- ii ---
Formula: C21H28N2O3
Source: the Open Molecules 2025 dataset
Level of theory: the ωB97M-V functional and the def2-TZVPD basis

Summary:
- HOMO-LUMO gap (eV) = 9.0511
- E_HOMO (eV) = -8.44
- SMILES = CN1CCN(C(=O)c2ccc(COc3ccc(C(C)(C)C)cc3)o2)CC1
- lowest unoccupied orbital energy (hartree) = 0.0226

The geometry in ORCA input format:
```
! RIJCOSX wB97M-V def2-TZVPD def2/J DEFGRID3
* xyz 0 1
C 4.836 3.238 0.946
N 4.431 1.930 0.490
C 4.265 0.967 1.556
C 3.499 -0.238 1.007
N 4.088 -0.684 -0.238
C 3.494 -1.497 -1.145
O 4.012 -1.749 -2.224
C 2.200 -2.116 -0.813
C 1.395 -2.813 -1.678
C 0.293 -3.268 -0.927
C 0.498 -2.826 0.349
C -0.313 -2.995 1.598
O -1.695 -3.064 1.352
C -2.334 -1.952 0.869
C -1.736 -0.733 0.593
C -2.496 0.324 0.116
C -3.861 0.208 -0.098
C -4.725 1.348 -0.614
C -3.918 2.619 -0.893
C -5.792 1.680 0.440
C -5.403 0.916 -1.921
C -4.446 -1.026 0.186
C -3.705 -2.086 0.658
O 1.646 -2.125 0.427
C 5.370 -0.101 -0.563
C 5.288 1.427 -0.578
H 4.105 3.611 1.661
H 5.830 3.239 1.424
H 4.863 3.913 0.092
H 3.668 1.425 2.348
H 5.224 0.651 2.004
H 3.500 -1.048 1.746
H 2.464 0.067 0.826
H 1.588 -2.968 -2.719
H -0.542 -3.840 -1.274
H -0.068 -2.186 2.301
H -0.073 -3.952 2.077
H -0.677 -0.582 0.737
H -1.986 1.251 -0.087
H -3.443 2.989 0.012
H -3.157 2.440 -1.649
H -4.584 3.396 -1.264
H -6.434 0.825 0.635
H -6.415 2.503 0.097
H -5.318 1.971 1.375
H -6.047 0.055 -1.768
H -6.009 1.729 -2.315
H -4.653 0.653 -2.664
H -5.505 -1.170 0.038
H -4.167 -3.036 0.875
H 6.110 -0.437 0.172
H 5.660 -0.476 -1.546
H 4.865 1.768 -1.529
H 6.311 1.826 -0.496
*
```

=====

Most stable of them? i.

=====

--- i ---
Formula: C4H6FNOS
Source: the Open Molecules 2025 dataset
Level of theory: the ωB97M-V functional and the def2-TZVPD basis

Summary:
- HOMO-LUMO gap (eV) = 8.8523
- E_HOMO (eV) = -8.82
- SMILES = NC(=S)[C@]1(O)C[C@H]1F
- lowest unoccupied orbital energy (hartree) = 0.0013

The geometry in ORCA input format:
```
! RIJCOSX wB97M-V def2-TZVPD def2/J DEFGRID3
* xyz 0 1
N -1.838 -1.369 0.040
C -1.096 -0.125 -0.121
S -1.718 1.428 -0.274
C 0.356 -0.301 0.138
O 0.717 -1.708 -0.150
C 1.074 0.290 1.397
C 1.551 0.738 -0.017
F 2.515 -0.095 -0.480
H -1.217 -2.182 -0.366
H -2.793 -1.165 -0.418
H 1.051 -1.558 -1.279
H 1.833 -0.244 1.902
H 0.543 1.087 1.999
H 1.257 1.704 -0.591
*
```

=====

--- ii ---
Formula: C4H6FNOS
Source: the Open Molecules 2025 dataset
Level of theory: the ωB97M-V functional and the def2-TZVPD basis

Summary:
- HOMO-LUMO gap (eV) = 10.1168
- E_HOMO (eV) = -9.55
- SMILES = O=C1C[C@@H](CF)N1S
- lowest unoccupied orbital energy (hartree) = 0.0209

The geometry in ORCA input format:
```
! RIJCOSX wB97M-V def2-TZVPD def2/J DEFGRID3
* xyz 0 1
O -0.883 0.426 2.854
C -0.423 0.174 1.586
C -0.661 1.187 0.476
C -0.620 -0.008 -0.487
C 0.620 0.109 -1.380
F 1.912 -0.143 -0.578
N -0.177 -0.867 0.767
S 0.303 -2.498 0.669
H -1.509 1.754 0.490
H 0.134 1.974 0.242
H -1.470 -0.230 -1.042
H 0.603 -0.836 -2.037
H 0.631 1.073 -1.866
H 1.540 -2.117 0.306
*
```

=====

Most stable of them? i.

=====

--- i ---
Formula: C5H13N
Source: the Open Molecules 2025 dataset
Level of theory: the ωB97M-V functional and the def2-TZVPD basis

Summary:
- HOMO-LUMO gap (spin up / spin down) (eV) = 7.8118 / 2.7071
- ⟨S²⟩ = 0.754
- E_HOMO (spin up / spin down) (eV) = -11.53 / -11.53
- lowest unoccupied orbital energy (spin up / spin down) (hartree) = -0.1366 / -0.3242

The geometry in ORCA input format:
```
! RIJCOSX wB97M-V def2-TZVPD def2/J DEFGRID3
* xyz 1 2
C 4.881 -0.790 -0.135
C 4.106 0.341 0.477
C 2.813 0.319 0.761
H 5.510 -1.301 0.586
H 5.517 -0.374 -0.910
H 4.188 -1.445 -0.654
H 4.599 1.306 0.536
H 2.347 1.188 1.211
H 2.137 -0.488 0.501
C -2.798 -0.595 0.057
C -4.197 0.071 0.040
N -4.271 1.060 -0.965
H -2.162 -0.152 -0.721
H -2.854 -1.662 -0.095
H -2.295 -0.327 0.990
H -4.470 0.536 0.989
H -4.992 -0.669 -0.158
H -3.772 0.947 -1.852
H -4.286 2.034 -0.658
*
```

=====

--- ii ---
Formula: C5H13N
Source: the Open Molecules 2025 dataset
Level of theory: the ωB97M-V functional and the def2-TZVPD basis

Summary:
- HOMO-LUMO gap (spin up / spin down) (eV) = 8.6639 / 6.0112
- ⟨S²⟩ = 0.755
- E_HOMO (spin up / spin down) (eV) = -13.17 / -13.17
- lowest unoccupied orbital energy (spin up / spin down) (hartree) = -0.1657 / -0.2631

The geometry in ORCA input format:
```
! RIJCOSX wB97M-V def2-TZVPD def2/J DEFGRID3
* xyz 1 2
C -1.750 0.208 -0.252
C -0.685 0.297 -1.177
C 0.633 0.411 -0.809
C -1.533 -1.266 -0.609
C -0.542 -1.861 0.445
N 2.897 2.284 1.791
H -1.580 0.461 0.706
H -2.746 0.441 -0.542
H -0.973 0.412 -2.268
H 0.874 1.134 -0.046
H 1.360 -0.189 -1.440
H 2.889 3.212 1.327
H -2.597 -1.670 -0.328
H -1.325 -1.639 -1.630
H -0.210 -2.919 0.455
H -0.925 -1.536 1.490
H 0.278 -1.111 0.087
H 2.149 1.567 1.330
H 3.785 1.765 1.471
*
```

=====

Most stable of them? i.

=====

--- i ---
Formula: C26H25N3O
Source: the Open Molecules 2025 dataset
Level of theory: the ωB97M-V functional and the def2-TZVPD basis

Summary:
- HOMO-LUMO gap (eV) = 7.8849
- E_HOMO (eV) = -7.25
- SMILES = CN1CCc2cc(C(Oc3ccc(C#N)cc3)c3ccc4c(c3)CCN4C)ccc21
- lowest unoccupied orbital energy (hartree) = 0.0235

The geometry in ORCA input format:
```
! RIJCOSX wB97M-V def2-TZVPD def2/J DEFGRID3
* xyz 0 1
C 3.142 3.416 -4.799
N 2.420 2.552 -3.882
C 2.317 2.839 -2.434
C 1.469 1.659 -1.884
C 1.158 0.838 -3.113
C 0.359 -0.279 -3.301
C 0.295 -0.963 -4.555
C -0.312 -2.315 -4.785
O -1.282 -2.333 -3.398
C -0.837 -2.894 -2.268
C -1.913 -3.085 -1.392
C -1.679 -3.339 -0.085
C -0.399 -3.560 0.390
C -0.208 -3.811 1.805
N -0.257 -4.023 2.972
C 0.674 -3.528 -0.499
C 0.494 -3.233 -1.850
C -1.107 -2.423 -6.068
C -1.228 -1.483 -7.182
C -1.585 -1.899 -8.477
C -2.024 -3.227 -8.618
C -2.146 -4.112 -7.516
C -1.695 -3.684 -6.284
C -2.697 -5.433 -8.005
C -2.791 -5.253 -9.537
N -2.318 -3.890 -9.766
C -2.234 -3.294 -11.076
C 1.041 -0.405 -5.616
C 1.740 0.800 -5.512
C 1.808 1.395 -4.243
H 2.852 3.134 -5.829
H 2.877 4.474 -4.602
H 4.237 3.278 -4.692
H 3.317 2.864 -1.967
H 1.828 3.815 -2.254
H 2.036 1.100 -1.118
H 0.568 2.021 -1.369
H -0.190 -0.571 -2.390
H 0.310 -3.378 -4.330
H -2.881 -2.810 -1.787
H -2.491 -3.381 0.614
H 1.651 -3.772 -0.111
H 1.322 -3.151 -2.564
H -0.999 -0.429 -7.069
H -1.531 -1.261 -9.372
H -1.823 -4.379 -5.442
H -2.077 -6.297 -7.748
H -3.681 -5.678 -7.579
H -3.823 -5.364 -9.884
H -2.171 -5.974 -10.081
H -1.695 -2.333 -10.994
H -1.680 -3.977 -11.744
H -3.251 -3.099 -11.470
H 1.075 -0.948 -6.542
H 2.248 1.233 -6.370
*
```

=====

--- ii ---
Formula: C26H25N3O
Source: the Open Molecules 2025 dataset
Level of theory: the ωB97M-V functional and the def2-TZVPD basis

Summary:
- HOMO-LUMO gap (eV) = 7.6597
- E_HOMO (eV) = -7.64
- SMILES = CC(C)c1ccccc1NC(=O)Cn1c(/C=C/c2ccccc2)nc2ccccc21
- lowest unoccupied orbital energy (hartree) = 0.0007

The geometry in ORCA input format:
```
! RIJCOSX wB97M-V def2-TZVPD def2/J DEFGRID3
* xyz 0 1
C -1.396 -3.597 4.416
C -1.573 -2.731 3.169
C -3.063 -2.439 2.947
C -0.988 -3.339 1.910
C -0.791 -4.709 1.800
C -0.288 -5.283 0.646
C 0.033 -4.484 -0.434
C -0.156 -3.117 -0.357
C -0.671 -2.541 0.798
N -0.865 -1.148 0.870
C -0.920 -0.246 -0.145
O -0.799 -0.481 -1.321
C -1.170 1.182 0.388
N -1.076 2.151 -0.659
C 0.062 2.521 -1.348
C 1.359 1.986 -1.053
C 2.454 2.372 -1.728
C 3.806 1.895 -1.524
C 4.112 0.784 -0.733
C 5.420 0.373 -0.568
C 6.454 1.060 -1.185
C 6.167 2.158 -1.979
C 4.860 2.568 -2.150
N -0.184 3.411 -2.279
C -1.527 3.634 -2.246
C -2.319 4.478 -3.019
C -3.673 4.502 -2.762
C -4.243 3.711 -1.762
C -3.478 2.868 -0.981
C -2.116 2.836 -1.232
H -2.020 -4.486 4.371
H -0.358 -3.898 4.533
H -1.690 -3.030 5.296
H -1.054 -1.785 3.380
H -3.486 -1.935 3.813
H -3.220 -1.817 2.069
H -3.600 -3.373 2.795
H -1.037 -5.350 2.631
H -0.151 -6.353 0.596
H 0.429 -4.917 -1.339
H 0.083 -2.489 -1.199
H -1.045 -0.793 1.798
H -0.446 1.410 1.182
H -2.177 1.228 0.814
H 1.415 1.245 -0.269
H 2.319 3.128 -2.490
H 3.319 0.226 -0.258
H 5.638 -0.490 0.044
H 7.475 0.736 -1.053
H 6.968 2.694 -2.468
H 4.640 3.425 -2.770
H -1.875 5.085 -3.791
H -4.315 5.144 -3.346
H -5.310 3.760 -1.598
H -3.936 2.258 -0.215
*
```

=====

Most stable of them? ii.

=====

--- i ---
Formula: C4H10NO2
Source: the Open Molecules 2025 dataset
Level of theory: the ωB97M-V functional and the def2-TZVPD basis

Summary:
- HOMO-LUMO gap (eV) = 12.0896
- E_HOMO (eV) = -16.66
- lowest unoccupied orbital energy (hartree) = -0.1679

The geometry in ORCA input format:
```
! RIJCOSX wB97M-V def2-TZVPD def2/J DEFGRID3
* xyz 1 1
C -1.411 -2.383 -0.853
C 0.331 1.363 -0.698
C -1.269 0.941 0.992
C 0.988 0.427 1.480
N -0.114 0.880 0.552
O -1.773 -3.304 -1.404
O -1.100 -1.345 -0.460
H 1.723 -1.983 -2.228
H 0.864 0.693 -1.370
H -0.474 1.851 -1.299
H 1.087 2.029 -0.329
H -1.656 0.532 1.896
H -2.074 1.210 0.347
H 1.277 -1.729 -1.762
H 1.799 1.091 1.682
H 0.520 0.208 2.440
H 1.282 -0.483 1.013
*
```

=====

--- ii ---
Formula: C4H10NO2
Source: the Open Molecules 2025 dataset
Level of theory: the ωB97M-V functional and the def2-TZVPD basis

Summary:
- HOMO-LUMO gap (eV) = 10.3511
- E_HOMO (eV) = -13.62
- lowest unoccupied orbital energy (hartree) = -0.1201

The geometry in ORCA input format:
```
! RIJCOSX wB97M-V def2-TZVPD def2/J DEFGRID3
* xyz 1 1
C -1.809 -1.154 0.253
C -2.792 -0.465 -0.231
C -3.884 0.210 -0.560
C 3.794 -0.460 0.175
N 0.105 0.897 0.286
O 2.662 -0.193 -0.016
O 4.849 0.072 -0.422
H -1.382 -1.906 -0.471
H -1.581 -1.276 1.248
H -3.956 1.113 -1.104
H -4.873 -0.040 -0.274
H 4.081 -1.138 0.887
H 1.002 0.973 -0.213
H 0.162 0.797 1.281
H -0.388 1.778 0.100
H -0.594 0.111 0.264
H 4.602 0.682 -1.203
*
```

=====

--- iii ---
Formula: C4H10NO2
Source: the Open Molecules 2025 dataset
Level of theory: the ωB97M-V functional and the def2-TZVPD basis

Summary:
- HOMO-LUMO gap (eV) = 11.0441
- E_HOMO (eV) = -14.81
- SMILES = CC(=O)OCC[NH3+]
- lowest unoccupied orbital energy (hartree) = -0.1385

The geometry in ORCA input format:
```
! RIJCOSX wB97M-V def2-TZVPD def2/J DEFGRID3
* xyz 1 1
C -2.280 0.002 0.289
C -1.216 -0.925 -0.233
O -1.243 -1.481 -1.284
O -0.141 -1.160 0.604
C 0.568 -0.054 1.124
C 1.742 0.195 0.197
N 1.248 0.418 -1.216
H -2.392 -0.061 1.371
H -2.082 1.042 0.013
H -3.213 -0.284 -0.195
H 0.975 -0.316 2.102
H -0.065 0.830 1.251
H 2.392 -0.678 0.152
H 2.325 1.062 0.507
H 0.836 -0.445 -1.598
H 0.533 1.150 -1.252
H 2.012 0.705 -1.832
*
```

=====

--- iv ---
Formula: C4H10NO2
Source: the Open Molecules 2025 dataset
Level of theory: the ωB97M-V functional and the def2-TZVPD basis

Summary:
- HOMO-LUMO gap (eV) = 11.0429
- E_HOMO (eV) = -14.46
- SMILES = [NH3+][C@H](CO)CC=O
- lowest unoccupied orbital energy (hartree) = -0.1257

The geometry in ORCA input format:
```
! RIJCOSX wB97M-V def2-TZVPD def2/J DEFGRID3
* xyz 1 1
N -0.354 1.281 0.768
C 0.025 0.118 -0.239
C -1.270 -0.441 -0.872
O -2.120 0.736 -1.011
C 0.863 -0.923 0.201
C 2.164 -0.501 0.817
O 2.354 0.729 0.783
H 0.462 1.701 1.230
H -0.975 0.881 1.560
H -0.901 1.977 0.295
H 0.460 0.649 -1.056
H -1.752 -1.203 -0.181
H -1.009 -1.018 -1.720
H -2.372 0.584 -1.962
H 0.347 -1.822 0.692
H 1.326 -1.540 -0.734
H 2.752 -1.209 1.428
*
```

=====

Most stable of them? iii.

=====

--- i ---
Formula: C4H13NS
Source: the Open Molecules 2025 dataset
Level of theory: the ωB97M-V functional and the def2-TZVPD basis

Summary:
- HOMO-LUMO gap (eV) = 9.5913
- E_HOMO (eV) = -8.61
- SMILES = CCN.CCS
- lowest unoccupied orbital energy (hartree) = 0.0360

The geometry in ORCA input format:
```
! RIJCOSX wB97M-V def2-TZVPD def2/J DEFGRID3
* xyz 0 1
C 2.850 -0.422 -0.644
C 1.834 -1.518 -0.390
N 0.861 -1.610 -1.482
H 3.499 -0.261 0.211
H 3.520 -0.655 -1.471
H 2.299 0.493 -0.875
H 2.406 -2.470 -0.351
H 1.328 -1.425 0.567
H 0.190 -2.345 -1.269
H 1.371 -1.859 -2.312
C -2.602 0.840 1.867
C -1.166 0.673 1.399
S -0.882 1.218 -0.341
H -3.302 0.261 1.273
H -2.885 1.892 1.801
H -2.592 0.556 2.922
H -0.899 -0.385 1.373
H -0.476 1.208 2.042
H -0.857 0.090 -1.063
*
```

=====

--- ii ---
Formula: C4H13NS
Source: the Open Molecules 2025 dataset
Level of theory: the ωB97M-V functional and the def2-TZVPD basis

Summary:
- HOMO-LUMO gap (eV) = 9.2608
- E_HOMO (eV) = -8.35
- SMILES = CNC.CSC
- lowest unoccupied orbital energy (hartree) = 0.0333

The geometry in ORCA input format:
```
! RIJCOSX wB97M-V def2-TZVPD def2/J DEFGRID3
* xyz 0 1
C 1.780 -0.337 -2.116
N 2.141 -0.415 -0.686
C 1.568 -1.617 -0.063
H 2.195 -1.171 -2.664
H 0.635 -0.398 -2.116
H 2.183 0.605 -2.518
H 1.754 0.423 -0.162
H 0.531 -2.009 -0.432
H 1.712 -1.576 1.042
H 2.332 -2.395 -0.395
C -2.236 -0.373 0.210
S -1.331 1.111 0.350
C -0.533 0.875 1.845
H -1.849 -0.856 -0.740
H -3.324 -0.111 0.051
H -2.118 -1.032 1.112
H 0.158 -0.033 1.930
H -0.016 1.834 2.167
H -1.360 0.565 2.671
*
```

=====

Most stable of them? i.